Below is 2 unconnected molecules or ions with the total composition C27H45BrCl7FN5O2S3 in a non-equilibrium geometry, with properties calculated with the ωB97M-V functional and the def2-TZVPD basis.

Summary:
- HOMO level: -10.7 eV
- Total energy: -8569.19320 a.u.
- HOMO-LUMO gap: 7.380 eV
- Total charge: +1
- Strongest force on any atom: 0.106 hartree/bohr

Geometry (Å):
C: -1.599 3.885 5.327
C: -2.106 2.798 4.236
O: -2.342 3.372 2.930
C: -1.847 2.497 1.872
C: -0.569 3.161 1.262
N: 0.336 2.431 0.321
C: -0.133 2.347 -1.129
C: -1.108 1.229 -1.589
Cl: -1.978 0.168 -0.378
C: -2.319 1.674 -2.603
C: -3.746 1.832 -1.843
Cl: -2.051 3.155 -3.594
C: 1.268 2.438 -1.963
C: 1.132 2.205 -3.537
F: 2.243 1.471 -4.125
C: 1.166 3.647 -4.276
C: 0.829 3.527 -5.833
N: 2.395 1.640 -1.454
Br: 3.908 2.777 -1.707
C: 2.453 1.204 -0.040
Cl: 3.760 2.233 0.819
C: 3.115 -0.296 -0.076
C: 3.530 -0.787 -1.535
C: 2.275 -1.354 -2.401
S: 2.201 -3.195 -2.242
C: 0.490 -3.717 -1.730
S: -0.295 -2.752 -0.611
N: -0.033 -4.916 -2.381
C: 0.337 -6.183 -1.677
C: 0.741 -6.012 -0.129
C: -1.486 -4.820 -2.705
C: -2.491 -5.214 -1.519
C: 1.055 1.199 0.801
C: 1.255 1.071 2.375
C: 1.679 -0.423 2.868
S: 3.508 -0.529 3.289
C: 3.626 -2.286 3.886
N: 3.408 -2.803 5.193
N: 3.655 -4.139 5.167
C: 4.000 -4.457 3.823
O: 3.979 -3.330 2.984
H: -0.507 4.185 5.163
H: -1.620 3.379 6.363
H: -2.312 4.773 5.374
H: -3.075 2.368 4.689
H: -1.336 1.960 4.263
H: -1.744 1.408 2.231
H: -2.686 2.470 1.089
H: -0.894 4.132 0.730
H: 0.088 3.548 2.129
H: 1.126 3.124 0.251
H: -0.615 3.382 -1.296
H: -0.508 0.472 -2.222
H: -2.476 0.786 -3.319
H: -4.328 0.849 -1.798
H: -4.370 2.514 -2.532
H: -3.671 2.371 -0.848
H: 1.571 3.551 -1.850
H: 0.212 1.650 -3.894
H: 0.524 4.404 -3.707
H: 2.249 4.032 -4.194
H: 1.232 4.419 -6.423
H: -0.286 3.361 -5.991
H: 1.359 2.601 -6.264
H: 4.076 -0.313 0.555
H: 2.339 -1.054 0.303
H: 4.186 -0.071 -2.129
H: 4.190 -1.721 -1.369
H: 1.306 -0.814 -2.115
H: 2.498 -1.094 -3.495
H: -0.429 -7.024 -1.794
H: 1.289 -6.574 -2.201
H: 1.777 -5.538 -0.056
H: -0.035 -5.422 0.456
H: 0.838 -7.072 0.312
H: -1.721 -5.512 -3.588
H: -1.659 -3.752 -3.099
H: -3.453 -4.620 -1.653
H: -2.074 -5.038 -0.476
H: -2.667 -6.350 -1.600
H: 0.586 0.208 0.473
H: 2.022 1.769 2.839
H: 0.294 1.253 2.982
H: 1.151 -0.645 3.868
H: 1.333 -1.242 2.159
H: 4.283 -5.519 3.509
C: -6.462 1.132 4.420
Cl: -7.360 2.455 3.648
Cl: -5.874 1.663 6.010
Cl: -7.530 -0.271 4.622
Cl: -5.079 0.680 3.399

Below is a molecular structure, C27H45Cl32N3O4S2 in a non-equilibrium geometry, with properties calculated with the ωB97M-V functional and the def2-TZVPD basis.

Summary:
- HOMO level: -8.5 eV
- Total energy: -17043.35505 a.u.
- HOMO-LUMO gap: 7.899 eV
- Total charge: 0
- Strongest force on any atom: 0.027 hartree/bohr

Geometry (Å):
C: 1.737 1.189 2.587
C: 1.979 2.159 1.439
O: 2.296 1.542 0.172
C: 1.794 0.290 -0.006
C: 2.735 -0.795 -0.094
C: 4.208 -0.441 0.002
O: 4.771 -0.411 -1.332
N: 4.139 0.589 -2.098
O: 3.814 0.172 -3.137
C: 2.346 -2.097 -0.289
S: 3.508 -3.443 -0.412
C: 0.957 -2.395 -0.408
N: 0.370 -3.579 -0.618
S: -1.201 -3.258 -0.696
N: -1.236 -1.672 -0.481
C: 0.053 -1.301 -0.328
C: 0.450 0.046 -0.139
C: -0.586 1.150 -0.109
O: -0.223 2.303 -0.835
C: 0.240 2.000 -2.140
H: 1.816 1.754 3.512
H: 0.720 0.799 2.550
H: 2.471 0.386 2.642
H: 1.147 2.860 1.344
H: 2.847 2.773 1.690
H: 4.347 0.537 0.461
H: 4.773 -1.172 0.563
H: 4.157 -3.415 0.765
H: -0.812 1.456 0.916
H: -1.514 0.729 -0.499
H: 0.009 2.813 -2.830
H: 1.331 1.940 -2.107
H: -0.126 1.051 -2.539
C: 1.371 4.409 5.474
Cl: 2.950 3.873 4.881
Cl: 0.039 3.504 4.740
H: 1.336 4.262 6.547
H: 1.251 5.458 5.232
C: -0.287 5.556 -1.008
Cl: -1.518 6.604 -0.280
Cl: 1.271 5.691 -0.189
H: -0.617 4.528 -0.935
H: -0.166 5.842 -2.047
C: 5.761 -6.308 -2.714
Cl: 5.010 -6.015 -1.143
Cl: 7.391 -6.976 -2.557
H: 5.148 -7.014 -3.262
H: 5.820 -5.367 -3.248
C: 4.392 4.008 -1.951
Cl: 5.252 5.546 -1.791
Cl: 2.998 4.142 -3.025
H: 5.071 3.268 -2.355
H: 4.040 3.701 -0.972
C: -4.544 -5.971 -2.077
Cl: -2.918 -5.542 -1.522
Cl: -5.677 -4.616 -1.884
H: -4.495 -6.235 -3.127
H: -4.898 -6.807 -1.499
C: -0.511 8.421 2.544
Cl: -0.754 10.115 2.988
Cl: -0.428 7.376 3.966
H: -1.339 8.098 1.927
H: 0.419 8.332 1.993
C: -3.444 3.504 1.364
Cl: -3.666 2.241 0.147
Cl: -1.813 3.489 2.045
H: -3.613 4.471 0.904
H: -4.156 3.338 2.164
C: -6.969 -8.564 -4.304
Cl: -7.631 -6.935 -4.134
Cl: -5.240 -8.543 -4.682
H: -7.111 -9.096 -3.371
H: -7.491 -9.069 -5.109
C: -10.103 -3.640 -5.247
Cl: -10.313 -4.876 -6.494
Cl: -8.483 -3.681 -4.545
H: -10.263 -2.666 -5.694
H: -10.827 -3.815 -4.460
C: -0.712 -0.794 5.295
Cl: -1.571 0.732 5.052
Cl: 1.000 -0.536 5.653
H: -1.164 -1.316 6.130
H: -0.794 -1.386 4.391
C: 6.813 -2.949 1.949
Cl: 5.533 -2.113 2.855
Cl: 7.529 -1.902 0.720
H: 7.584 -3.252 2.643
H: 6.386 -3.818 1.461
C: -2.442 -2.038 -4.377
Cl: -3.739 -2.999 -3.657
Cl: -1.916 -2.694 -5.933
H: -2.803 -1.028 -4.532
H: -1.596 -2.034 -3.698
C: -6.993 -8.941 0.276
Cl: -6.941 -7.278 -0.319
Cl: -6.155 -10.051 -0.818
H: -6.510 -8.979 1.245
H: -8.028 -9.248 0.359
C: 9.282 -5.823 4.375
Cl: 9.931 -4.191 4.577
Cl: 7.884 -5.836 3.294
H: 10.053 -6.455 3.952
H: 8.975 -6.198 5.344
C: -3.065 4.259 -4.202
Cl: -2.126 3.553 -2.880
Cl: -2.022 5.059 -5.386
H: -3.614 3.468 -4.699
H: -3.751 4.991 -3.792
C: 0.417 13.497 5.149
Cl: -0.867 13.332 3.947
Cl: -0.083 12.893 6.733
H: 1.276 12.927 4.816
H: 0.672 14.545 5.241

Below is a molecular structure, C27H45GdNO2P2 in a non-equilibrium geometry, with properties calculated with the ωB97M-V functional and the def2-TZVPD basis.

Summary:
- HOMO level (spin up / spin down): -9.2 / -9.2 eV
- Total energy: -2709.09830 a.u.
- HOMO-LUMO gap (spin up / spin down): 3.810 / 5.639 eV
- Total charge: +1
- Strongest force on any atom: 0.038 hartree/bohr
- 2S+1: 8

Geometry (Å):
Gd: -2.373 -1.525 1.251
C: 0.605 -2.642 3.001
C: 0.318 -1.301 3.340
C: -1.660 -2.472 3.294
C: -0.614 -3.351 2.872
C: -1.093 -1.157 3.429
C: 1.956 -3.236 2.936
H: 2.700 -2.518 2.569
H: 1.973 -4.120 2.287
H: 2.295 -3.570 3.930
C: -0.768 -4.805 2.675
H: 0.061 -5.205 2.079
H: -1.697 -5.048 2.152
H: -0.783 -5.344 3.637
C: -3.117 -2.787 3.350
H: -3.388 -3.031 4.384
H: -3.415 -3.628 2.706
H: -3.810 -1.942 3.067
C: -1.831 0.089 3.771
H: -1.950 0.159 4.865
H: -2.847 0.161 3.336
H: -1.291 0.996 3.455
C: 1.269 -0.253 3.766
H: 1.122 0.006 4.830
H: 1.141 0.686 3.204
H: 2.311 -0.585 3.678
C: 1.728 -0.948 -1.175
C: 2.429 -0.902 -0.033
C: 3.026 0.281 0.671
C: 2.562 1.694 0.263
C: 1.124 1.970 0.507
C: 0.074 1.732 -0.297
C: -0.058 0.850 -1.506
C: 1.262 0.208 -1.992
H: 4.129 0.239 0.572
H: 2.852 1.912 -0.778
H: 2.831 0.153 1.751
H: 2.094 0.944 -1.965
H: 1.381 -1.922 -1.533
H: 2.837 -1.854 0.344
H: 1.145 -0.089 -3.048
H: -0.788 0.035 -1.345
H: -0.887 2.178 0.010
H: -0.530 1.474 -2.296
H: 3.119 2.431 0.867
H: 0.896 2.424 1.482
P: 1.888 2.843 -2.766
C: 2.428 2.124 -4.351
C: 3.292 3.919 -2.323
P: -0.615 4.412 -1.868
C: 0.474 3.874 -3.293
C: 0.350 5.935 -1.445
C: -1.836 5.262 -2.961
H: 1.581 1.620 -4.838
H: 3.239 1.401 -4.174
H: 2.795 2.938 -4.990
H: 3.614 4.459 -3.224
H: 4.127 3.292 -1.979
H: 3.027 4.634 -1.535
H: -1.354 5.946 -3.671
H: -2.540 5.822 -2.337
H: -2.397 4.505 -3.519
H: -0.151 3.277 -3.986
H: 0.878 4.743 -3.848
H: -0.283 6.561 -0.803
H: 0.624 6.515 -2.337
H: 1.255 5.684 -0.885
O: -2.231 -1.811 -0.942
C: -2.814 -2.965 -0.949
C: -3.051 -3.885 -2.104
C: -3.816 -5.023 -1.472
C: -3.704 -4.796 0.030
O: -3.865 -5.590 0.939
N: -3.229 -3.474 0.224
H: -3.630 -3.397 -2.899
H: -2.090 -4.220 -2.509
H: -4.875 -4.986 -1.773
H: -3.434 -6.006 -1.773